149
Properties=species:S:1:pos:R:3:forces:R:3:mulliken_charge:R:1 method="wB97M-V/def2-TZVPD" lumo_energy_ev=-2.152 homo_lumo_gap_ev=8.4 charge=+1 relative_energy_ev=0.265
C -4.36641 -0.64346 -4.57074 -0.02 -0.42 -0.36 -1.011
C -3.05920 -1.17975 -5.14878 -0.31 -0.06 0.53 -0.337
S -1.66649 -0.00731 -5.03060 0.23 -0.09 -0.09 -0.039
C -0.48293 -0.87126 -3.97117 -0.32 0.35 -0.52 -0.985
N -0.37680 -0.34656 -2.53718 0.51 -0.39 -0.13 1.149
C -1.77111 -0.13748 -2.02371 -0.54 -0.32 0.40 -2.361
C -2.06697 -0.16120 -0.51453 -0.12 -0.04 -0.02 2.825
C -2.85657 -1.39913 -0.03237 0.16 -0.06 0.16 -1.100
C -2.19184 -2.29099 1.01665 -0.36 0.06 0.23 -0.714
C -1.96260 -1.57164 2.35520 0.09 -0.65 -0.05 -0.313
C -3.25017 -1.48636 3.16406 -0.02 0.01 0.15 -0.829
O -3.06026 -0.71064 4.35729 0.00 0.07 -0.31 -0.377
C -3.09501 0.64538 4.13057 0.30 0.25 0.09 0.803
C -4.46307 1.20957 3.84357 0.13 -0.78 -0.10 -0.844
O -2.08863 1.29490 4.15267 -0.16 -0.06 0.08 -0.494
C 0.37204 -1.38079 -1.71068 0.38 -0.07 -0.23 -0.632
C 1.63237 -1.93757 -2.40502 0.20 0.06 0.68 -1.078
C 2.84433 -2.10506 -1.46935 -0.06 -0.22 -0.39 -0.628
C 2.74345 -3.26516 -0.46241 -0.23 -0.14 -0.19 -0.715
N 3.38378 -3.01855 0.82909 0.21 1.05 -0.62 0.268
C 2.71740 -1.97821 1.63927 -0.12 -0.54 -0.07 -0.703
C 4.77044 -2.87559 0.70067 0.15 -0.50 0.14 0.890
C 5.52198 -2.41547 1.92221 -0.20 0.26 0.10 -1.453
O 5.34876 -3.17738 -0.32694 -0.24 0.15 0.16 -0.608
C 0.44835 0.91385 -2.55715 -0.03 0.69 -0.04 -0.883
C 0.03390 1.99617 -1.56877 -0.04 0.14 0.30 0.024
N 0.94610 3.11181 -1.77161 -0.11 -0.56 0.65 0.264
C 0.34547 4.42095 -1.47330 0.31 0.57 -0.10 -0.715
C -0.12771 4.58788 -0.02979 0.33 0.16 -0.40 0.340
C 2.25831 2.95437 -1.21368 0.25 0.33 -0.45 0.334
C 2.50364 2.09049 0.01004 0.22 -0.31 -0.50 -0.040
O 3.17420 3.55931 -1.71101 -0.21 0.12 0.24 -0.604
H -4.70221 0.23325 -5.11947 0.01 0.17 0.19 0.307
H -4.30761 -0.44381 -3.50381 0.03 0.24 0.02 0.153
H -5.13157 -1.41140 -4.70782 -0.03 0.05 0.01 0.416
H -2.77177 -2.09310 -4.62561 0.09 -0.01 -0.07 0.259
H -3.19647 -1.44198 -6.19437 0.15 0.09 -0.09 0.530
H 0.47439 -0.72635 -4.45476 0.19 -0.05 0.22 0.517
H -0.70503 -1.93375 -3.94311 -0.08 -0.05 0.16 0.511
H -2.36205 -0.93375 -2.47108 0.04 -0.04 -0.12 0.560
H -2.14590 0.78774 -2.44294 0.18 0.02 -0.26 1.136
H -1.20823 0.04966 0.12265 0.09 -0.14 -0.08 0.164
H -2.73488 0.68399 -0.37180 0.23 0.15 0.06 -2.545
H -3.16831 -2.00579 -0.88538 -0.01 0.00 -0.05 0.439
H -3.77893 -1.04057 0.42837 -0.10 0.01 -0.16 0.647
H -2.88835 -3.11274 1.21772 0.08 -0.08 -0.08 0.556
H -1.28350 -2.78049 0.65841 0.14 0.23 -0.06 0.066
H -1.27089 -2.17659 2.94358 0.16 0.21 0.06 0.290
H -1.51935 -0.58360 2.23116 0.01 0.08 0.00 0.183
H -3.55249 -2.47658 3.50162 0.04 -0.02 0.00 0.333
H -4.07834 -1.08876 2.57013 -0.03 0.10 0.03 0.397
H -5.21704 0.54176 4.25425 -0.12 0.18 0.10 0.401
H -4.56541 1.16930 2.75720 -0.19 0.31 -0.01 -0.010
H -4.56487 2.22286 4.21078 0.05 0.08 -0.06 0.358
H 0.67312 -0.87458 -0.79356 -0.25 -0.03 0.11 0.321
H -0.32167 -2.18951 -1.49107 -0.16 0.11 0.14 0.610
H 1.99273 -1.26343 -3.17639 -0.21 -0.05 -0.27 0.492
H 1.40170 -2.91091 -2.83610 0.01 0.07 -0.32 0.508
H 3.07216 -1.15387 -0.98183 -0.08 0.04 0.13 0.204
H 3.68287 -2.31426 -2.13215 0.18 0.11 0.17 0.579
H 1.69471 -3.53619 -0.31280 0.00 0.06 0.36 0.632
H 3.21558 -4.14057 -0.90274 0.01 -0.02 0.05 -0.487
H 1.69125 -1.88376 1.28816 -0.10 -0.08 0.06 -0.033
H 3.17995 -0.99597 1.54358 0.08 0.04 0.07 0.308
H 2.68101 -2.28018 2.68236 0.06 0.14 0.12 0.385
H 6.58579 -2.52587 1.74677 0.02 -0.15 0.00 0.376
H 5.20239 -2.96318 2.80834 0.07 -0.09 -0.01 0.357
H 5.32886 -1.36057 2.12685 -0.02 0.03 -0.05 0.326
H 1.49058 0.66280 -2.35991 -0.05 -0.26 -0.05 0.307
H 0.43142 1.35484 -3.55332 -0.23 -0.08 -0.02 0.261
H 0.02714 1.61961 -0.54059 0.02 0.02 0.00 0.268
H -0.97798 2.35765 -1.75417 0.02 -0.01 -0.17 -0.322
H -0.45792 4.62553 -2.18255 -0.06 -0.20 -0.04 0.348
H 1.11374 5.16633 -1.68195 0.03 -0.08 -0.05 0.531
H 0.67875 4.30872 0.64590 -0.11 -0.12 0.25 -0.053
H -0.31623 5.64573 0.15159 -0.24 -0.04 0.04 0.510
H -1.02938 4.01373 0.17666 0.08 0.02 0.16 -0.706
H 2.28396 2.66735 0.90766 -0.15 -0.03 0.08 0.151
H 3.56292 1.84167 0.00662 0.01 0.07 0.09 0.359
H 1.94316 1.15722 0.01243 -0.13 0.02 0.17 -0.362
C 0.28753 8.07152 5.02765 0.04 -0.02 0.11 -0.743
O 1.20906 7.03274 5.27007 0.06 -0.02 -0.27 -0.271
C 0.63772 5.74455 5.14058 0.05 0.13 0.15 -0.562
C 1.67959 4.72060 4.75388 -0.03 -0.14 0.05 -0.520
O 2.07298 4.77199 3.38757 0.01 -0.04 -0.12 -0.275
C 2.92001 5.84149 2.98316 -0.06 0.00 -0.12 -0.390
C 4.34926 5.72558 3.46089 0.06 0.19 0.13 -0.697
O 4.45842 6.08969 4.82260 -0.15 -0.23 0.05 -0.255
C 5.59208 5.53286 5.44995 0.00 0.12 -0.01 -0.766
H -0.51274 8.07970 5.77602 -0.04 0.01 -0.04 0.326
H 0.83173 9.01183 5.08354 0.01 -0.01 0.04 0.238
H -0.15518 7.98084 4.02828 -0.04 -0.01 0.02 0.310
H -0.15643 5.75235 4.38362 -0.01 -0.02 -0.02 0.313
H 0.19818 5.45167 6.10373 -0.09 -0.07 -0.06 0.398
H 1.22529 3.73471 4.87659 0.00 0.00 -0.02 0.397
H 2.54419 4.77212 5.41715 0.01 0.16 0.00 0.220
H 2.49440 6.80819 3.25626 0.07 0.01 0.14 0.209
H 2.93822 5.78455 1.89110 0.00 -0.01 0.00 0.385
H 4.97662 6.39882 2.86046 0.03 -0.10 -0.10 0.439
H 4.69783 4.69585 3.31040 0.00 -0.02 -0.02 0.342
H 5.59750 4.44035 5.35759 0.04 0.00 -0.03 0.330
H 5.54247 5.79300 6.50499 0.00 0.04 -0.01 0.239
H 6.51984 5.93535 5.02830 0.02 -0.05 -0.01 0.318
C -8.10251 5.96945 -2.38853 -0.02 0.03 0.10 -0.786
O -7.54765 4.90882 -1.63887 0.16 -0.11 -0.21 -0.273
C -8.24641 3.68876 -1.81011 0.01 0.18 0.14 -0.618
C -7.33248 2.50881 -1.57880 -0.10 -0.07 0.07 -0.269
O -6.43402 2.24770 -2.64989 0.10 -0.10 0.00 -0.439
C -5.32449 3.11187 -2.81045 -0.06 0.02 -0.15 -0.781
C -4.22673 2.90387 -1.79258 0.08 0.25 0.13 0.705
O -4.54489 3.49303 -0.54516 -0.19 -0.25 -0.08 -0.427
C -3.85631 2.88985 0.51819 0.02 0.18 0.01 -0.086
H -9.11428 6.21247 -2.04754 -0.02 0.00 -0.05 0.332
H -7.46459 6.83921 -2.24701 -0.01 0.00 0.04 0.237
H -8.13141 5.72434 -3.45624 -0.05 0.00 0.01 0.340
H -8.66669 3.62488 -2.82022 0.00 -0.02 -0.02 0.356
H -9.07057 3.64405 -1.08575 -0.07 -0.07 -0.08 0.415
H -7.95913 1.61691 -1.51698 0.01 -0.01 -0.02 0.414
H -6.80214 2.60943 -0.62944 0.03 0.13 -0.02 0.084
H -5.62820 4.15936 -2.84590 0.01 0.02 0.15 0.153
H -4.91075 2.85261 -3.78833 0.02 0.01 -0.01 0.524
H -3.29997 3.36507 -2.17004 0.05 -0.11 -0.07 0.150
H -4.06096 1.82279 -1.67103 -0.06 0.00 -0.01 -0.280
H -4.06547 1.81117 0.55554 0.00 0.05 0.05 -0.018
H -4.19764 3.34072 1.44738 0.00 0.07 -0.03 0.554
H -2.77241 3.04957 0.42931 -0.07 -0.16 0.07 -0.273
C 6.09599 -6.42865 -0.32017 -0.06 -0.01 0.06 -0.659
O 4.89153 -7.08043 -0.67833 0.08 -0.16 -0.09 -0.244
C 4.50306 -6.81413 -2.01130 -0.02 0.01 0.20 -0.022
C 3.68154 -7.94855 -2.58268 -0.08 0.02 -0.06 -0.626
O 4.43933 -9.08511 -2.95162 -0.01 0.00 -0.02 -0.448
C 4.90656 -9.93798 -1.91611 0.11 -0.03 -0.02 -0.347
C 3.83919 -10.81012 -1.29731 0.00 0.02 0.20 -0.587
O 3.03398 -10.07242 -0.39238 -0.09 0.15 -0.23 -0.248
C 1.76622 -10.65452 -0.19728 0.07 0.01 0.09 -0.772
H 5.97404 -5.34325 -0.32677 0.10 -0.03 -0.06 0.145
H 6.35838 -6.75418 0.68534 -0.05 -0.02 0.00 0.242
H 6.90852 -6.71078 -0.99957 -0.01 0.04 -0.01 0.405
H 5.38450 -6.65740 -2.64362 0.00 0.00 -0.02 0.399
H 3.89630 -5.89540 -2.02926 0.04 0.03 -0.15 -0.025
H 3.24407 -7.59000 -3.51831 0.00 -0.01 -0.01 0.386
H 2.86120 -8.21326 -1.91139 0.08 0.01 0.13 0.225
H 5.44500 -9.37653 -1.15075 -0.12 0.03 0.08 0.159
H 5.62174 -10.60109 -2.40658 0.00 0.01 -0.01 0.392
H 4.32622 -11.62885 -0.75065 0.00 -0.08 -0.10 0.425
H 3.22005 -11.24009 -2.09367 0.01 -0.01 -0.02 0.350
H 1.23724 -10.77974 -1.14952 0.01 -0.05 0.01 0.329
H 1.19028 -9.98165 0.43567 0.02 -0.01 0.04 0.229
H 1.84461 -11.62767 0.30059 -0.04 -0.03 -0.04 0.319

---

10
Properties=species:S:1:pos:R:3:forces:R:3:mulliken_charge:R:1 method="wB97M-V/def2-TZVPD" lumo_energy_ev=0.817 homo_lumo_gap_ev=9.5 smiles=Nc1cnco1 relative_energy_ev=2.473
N -0.35975 1.69518 -0.59998 0.30 0.19 -0.62 -0.580
C -0.16891 0.35832 -0.52485 1.99 -0.47 1.35 0.436
C -0.56536 -0.89109 -0.78558 0.01 0.32 0.31 -0.335
N -0.23598 -1.70952 0.29276 0.53 -1.12 -0.07 -0.521
C 0.63321 -1.09539 1.01968 -0.52 -0.77 -0.10 0.091
O 1.00522 0.10043 0.65214 -2.43 0.65 -0.61 -0.417
H 0.52925 2.09634 -0.33024 -0.15 0.65 -0.24 0.321
H -1.11705 2.09339 -0.04270 0.23 -0.48 -0.19 0.263
H -0.96273 -1.37890 -1.67596 -0.48 0.76 0.40 0.378
H 0.95980 -1.55118 1.95065 0.52 0.26 -0.23 0.366

---

60
Properties=species:S:1:pos:R:3:forces:R:3:mulliken_charge:R:1 method="wB97M-V/def2-TZVPD" lumo_energy_ev=-0.040 homo_lumo_gap_ev=4.7 relative_energy_ev=0.000
P -0.91304 1.85657 2.30379 2.06 -1.53 -2.52 1.362
P 0.79242 -2.45869 -0.37989 -0.77 0.90 2.09 0.798
C 0.05888 1.14493 0.98183 -0.47 1.09 0.84 1.830
C -0.41223 -1.18474 -0.47002 1.63 0.16 -0.60 1.647
H 1.03186 1.64437 0.85085 -0.41 0.68 0.14 0.199
H -0.57188 1.28399 0.11619 0.31 0.10 -0.01 -2.666
H -1.31719 -1.19822 0.11757 0.07 -0.18 -0.10 0.879
H -0.25307 -0.34808 -1.12027 -0.51 -0.35 -0.54 -2.484
C 2.22819 -1.85032 -1.31805 0.57 -0.42 -1.38 -1.531
H 3.14995 -2.40225 -1.11599 -0.27 -0.12 0.40 0.522
H 2.46482 -0.78727 -1.12925 -0.38 -0.45 0.20 0.433
H 2.07367 -1.93375 -2.40184 0.00 -0.16 0.36 0.524
C -0.17737 -3.95975 -0.67919 0.53 -1.43 -0.78 -1.345
H -0.23251 -4.21747 -1.74355 0.05 0.05 0.04 0.426
H -1.20774 -3.83677 -0.32767 0.41 0.43 0.08 0.364
H 0.26009 -4.80900 -0.14903 -0.01 -0.04 -0.03 0.411
C -0.33955 3.55914 2.32417 -0.55 0.55 0.71 -1.386
H -0.50466 3.99037 3.31436 -0.03 0.29 -0.15 0.454
H -0.81744 4.16860 1.55225 -0.01 -0.13 0.12 0.359
H 0.73549 3.52852 2.12225 -0.24 -0.12 0.12 0.404
C -2.65870 1.52585 1.90773 -0.44 0.30 0.47 -1.330
H -2.82089 0.45141 1.74234 0.45 0.18 0.14 0.319
H -3.02630 2.04108 1.01233 0.38 0.05 0.34 0.485
H -3.30500 1.82610 2.73978 0.11 -0.02 -0.05 0.453
Be 0.72162 -0.35304 0.59126 -1.33 -2.03 2.31 -0.948
C -0.61769 -0.25067 -3.19364 1.13 -0.23 -0.69 0.028
C 0.65951 0.18788 -3.21377 -1.22 -0.45 -1.08 -0.094
C 1.01833 1.54681 -3.70785 0.50 0.42 -0.33 -1.238
C 0.12618 2.68831 -3.16536 0.48 -0.04 -0.79 -1.053
C -0.40482 2.46753 -1.79254 -1.71 0.59 0.24 0.304
C -1.65764 1.98951 -1.58774 0.91 1.21 -0.57 0.211
C -2.48156 1.47900 -2.73001 -0.59 0.17 0.15 -1.178
C -1.75300 0.56977 -3.72688 0.06 -0.16 -0.41 -0.996
C -0.35950 1.00685 3.74717 -0.32 0.13 0.95 -1.028
H -0.86336 -1.25529 -2.84246 0.22 0.39 -0.31 0.470
H 1.50816 -0.46787 -3.08566 -0.42 0.11 0.33 0.466
H 0.96005 1.54353 -4.81390 0.12 0.15 0.33 0.343
H 2.07194 1.75390 -3.45921 -0.31 -0.05 -0.07 0.362
H 0.72086 3.61237 -3.18823 -0.20 -0.15 0.10 0.544
H -0.69716 2.83022 -3.87651 0.17 0.21 0.34 0.254
H 0.17525 2.91646 -0.98986 -0.17 -0.24 0.05 0.551
H -2.20562 2.15646 -0.65469 0.62 -0.44 -0.25 -0.224
H -2.84841 2.35531 -3.28589 -0.11 -0.15 0.04 0.352
H -3.37591 0.97215 -2.35082 0.17 0.05 0.05 0.389
H -2.48109 -0.11509 -4.17764 0.08 0.15 0.06 0.532
H -1.36229 1.19165 -4.53853 -0.17 -0.27 -0.01 0.285
H -0.80437 0.00270 3.69989 0.21 0.15 0.18 0.246
H -0.64390 1.54676 4.66132 0.13 -0.42 -0.04 0.484
H 0.73434 0.91878 3.65721 -0.35 0.02 0.09 0.317
Cl 3.16815 -0.14718 1.64867 0.69 1.25 -0.34 -0.207
C 2.49635 -1.66252 2.11450 1.30 -2.51 2.06 -0.063
C 1.29709 -2.08234 1.46208 -1.01 1.80 -1.54 1.084
C 0.42651 -2.75594 2.37365 0.97 -1.42 2.40 -0.532
Cl -1.27557 -2.51902 2.24069 -1.31 -0.04 0.26 -0.195
C 0.91609 -3.52410 3.45578 0.31 1.08 -1.50 0.064
Cl -0.12087 -4.62395 4.29181 -0.17 0.06 0.24 -0.213
C 2.28171 -3.40014 3.85492 -0.80 0.94 -1.04 -0.238
Cl 2.94670 -4.42891 5.06118 0.21 -0.11 0.04 -0.233
C 3.00299 -2.31974 3.26241 -1.06 -0.43 -1.20 0.254
Cl 4.48310 -1.86477 4.00796 0.45 0.39 0.10 -0.226